(1)
DFT (ωB97M-V/def2-TZVPD) results for C21H28F5LaO2 as an isolated structure in a non-equilibrium geometry.

The HOMO energy comes out at -7.042 eV. As for the calculated total energy: -1498.26029 Ha. The gap between HOMO and LUMO comes out at 7.1824 eV.

Structure (ORCA input):
```
! wB97M-V def2-TZVPD RIJCOSX def2/J DEFGRID3
* xyz 0 1
O 0.1623 1.3274 -1.0357
C 0.7960 2.1888 -2.0837
C -0.4512 3.1055 -2.1290
H 1.0292 1.5462 -2.9672
H 1.7907 2.5932 -1.8611
C -1.1249 2.1123 -1.1245
H -0.6289 3.1905 -3.2112
H -0.3550 4.0924 -1.6530
C -2.2579 1.2964 -1.7040
H -2.0171 0.7573 -2.6094
H -3.1132 1.9703 -1.8858
H -2.6549 0.5645 -0.9419
C -1.4887 2.7452 0.2372
H -0.6003 3.1211 0.7297
H -1.8627 1.9427 0.9141
H -2.1899 3.6026 0.2387
La 0.0947 -0.6368 0.9831
C 0.8210 1.3530 3.3293
C 1.7229 0.2544 3.2199
C 2.5674 0.5076 2.0900
H 1.8808 -0.4703 4.0093
C 2.1229 1.7337 1.4998
C 1.0533 2.2432 2.2756
H 0.5506 3.2035 2.1700
H 0.1596 1.5822 4.1604
H 3.5217 0.0131 1.8945
H 2.6063 2.3064 0.7127
C -1.2212 -0.5514 3.3023
C -1.8904 0.6036 2.8122
C -2.8006 0.2024 1.8115
H -1.8076 1.6193 3.2155
C -2.6296 -1.1904 1.5922
C -1.6772 -1.6840 2.5486
H -1.5076 -2.7274 2.8279
H -0.7133 -0.5940 4.2686
H -3.5562 0.8520 1.3609
H -3.2579 -1.7841 0.9321
O -0.1854 -1.2031 -2.4508
C -0.3691 -0.6296 -3.8456
C 0.3943 -1.5275 -4.8912
H 0.0224 0.4070 -3.8735
H -1.4658 -0.4295 -4.0672
C 1.2343 -2.4860 -4.0251
H 1.0447 -0.9134 -5.5505
H -0.2154 -2.1487 -5.5922
C 0.8670 -2.2085 -2.5329
H 2.2789 -2.2519 -4.2288
H 1.0947 -3.5139 -4.3371
H 1.7666 -1.7157 -2.0646
H 0.4554 -3.0637 -1.9312
F 0.3744 -3.5648 1.5908
C 1.4474 -2.6781 1.9182
F 2.4868 -3.0815 1.1090
C 1.8315 -2.9286 3.3617
F 0.9025 -2.4707 4.2598
F 1.9469 -4.2524 3.5602
F 3.0144 -2.3317 3.6614
*
```


(2)
DFT (ωB97M-V/def2-TZVPD) results for a 2-piece molecular cluster, C4H11S overall in a non-equilibrium geometry.

The HOMO energy comes out at -2.117 eV. As for the calculated total energy: -557.14225 Ha. The gap between HOMO and LUMO comes out at 5.8288 eV.

Structure (ORCA input):
```
! wB97M-V def2-TZVPD RIJCOSX def2/J DEFGRID3
* xyz -1 1
C -1.9915 1.1501 3.0264
C -0.4136 1.4706 3.0947
H -2.4383 2.1345 3.0969
H -2.3255 0.6798 2.1199
H -2.3104 0.6005 3.9030
H -0.2405 2.1182 2.2949
H 0.0528 0.4551 3.3345
H -0.1575 2.0430 4.1358
C 1.9983 -0.6777 -2.6194
C 1.3272 -0.3233 -1.2174
S -0.4711 -0.9834 -1.4197
H 1.1897 -0.8410 -3.3156
H 2.4048 0.3787 -2.7504
H 2.6777 -1.5031 -2.4564
H 1.9243 -0.8383 -0.3507
H 1.2388 0.7880 -1.0030
*
```


(3)
DFT (ωB97M-V/def2-TZVPD) results for the molecule C25H33NO5.

The HOMO energy comes out at -8.159 eV. As for the calculated total energy: -1403.36654 Ha. The gap between HOMO and LUMO comes out at 8.9185 eV.

Structure (ORCA input):
```
! wB97M-V def2-TZVPD RIJCOSX def2/J DEFGRID3
* xyz 0 1
C 3.7769 2.9239 -1.9527
C 2.4380 3.2954 -1.3315
O 1.6784 2.1369 -0.9795
C 1.9371 1.5741 0.2019
O 2.7732 1.9898 0.9645
C 1.0996 0.3283 0.4786
C 2.0740 -0.8657 0.4098
C 2.7706 -1.0148 -0.9472
O 3.7837 -1.9954 -0.9227
C 4.9992 -1.6966 -0.3769
C 5.9416 -2.7251 -0.4327
C 7.2130 -2.5391 0.0676
C 7.5707 -1.3245 0.6323
C 6.6391 -0.3057 0.6919
C 5.3576 -0.4804 0.1944
C -0.0728 0.1593 -0.4929
C -1.1560 1.2272 -0.2712
N -1.6293 1.3202 1.0948
C -2.5204 0.2364 1.4770
C -3.8358 0.3471 0.7468
C -4.4000 1.5986 0.5464
C -5.6092 1.7209 -0.1029
C -6.2587 0.5919 -0.5714
C -5.7095 -0.6714 -0.3974
O -6.2970 -1.8162 -0.8802
C -7.5424 -1.7165 -1.5223
C -4.4872 -0.8020 0.2894
O -3.8368 -1.9867 0.5247
C -4.5664 -3.1871 0.6511
C -0.5205 1.5257 2.0002
C 0.5591 0.4394 1.9142
H 4.4052 2.4208 -1.2216
H 4.2847 3.8251 -2.2843
H 3.6282 2.2671 -2.8070
H 2.5940 3.9019 -0.4333
H 1.8119 3.8365 -2.0439
H 1.5330 -1.7884 0.6293
H 2.8340 -0.7352 1.1836
H 2.0623 -1.3721 -1.6994
H 3.1777 -0.0550 -1.2860
H 5.6465 -3.6624 -0.8778
H 7.9299 -3.3452 0.0164
H 8.5656 -1.1771 1.0241
H 6.9019 0.6438 1.1349
H 4.6580 0.3361 0.2758
H 0.2734 0.2212 -1.5238
H -0.5080 -0.8303 -0.3387
H -2.0123 1.0171 -0.9153
H -0.7562 2.2076 -0.5458
H -2.7127 0.3340 2.5511
H -2.0976 -0.7606 1.3007
H -3.8674 2.4632 0.9076
H -6.0556 2.6916 -0.2546
H -7.1980 0.7062 -1.0879
H -7.8153 -2.7377 -1.7857
H -8.3077 -1.2985 -0.8601
H -7.4807 -1.1144 -2.4347
H -4.8755 -3.5810 -0.3190
H -3.8815 -3.8899 1.1272
H -5.4470 -3.0561 1.2842
H -0.9067 1.5855 3.0207
H -0.0718 2.4941 1.7529
H 1.3785 0.6860 2.5907
H 0.1392 -0.5217 2.2156
*
```


(4)
DFT (ωB97M-V/def2-TZVPD) results for a 2-piece molecular cluster, C5H8N2O2 overall in a non-equilibrium geometry.

The HOMO energy comes out at -7.587 eV. As for the calculated total energy: -455.19082 Ha. The gap between HOMO and LUMO comes out at 7.9012 eV.

Structure (ORCA input):
```
! wB97M-V def2-TZVPD RIJCOSX def2/J DEFGRID3
* xyz 0 1
C 0.8242 -0.2653 -1.2943
C -0.6569 0.3498 1.0796
C -0.8670 0.4107 -0.2888
N 1.9390 0.3547 -0.8144
N 0.2274 -1.8121 0.8279
C -0.0720 -0.7838 1.6322
C -1.7965 0.6284 -1.1901
O -0.7763 1.4626 1.8961
O 0.6658 -0.5295 -2.4666
H -1.3513 2.1010 1.4596
H 2.6280 0.7080 -1.4633
H 1.9805 0.6441 0.1476
H 0.8904 -2.4726 1.2182
H 0.4852 -1.3793 -0.2460
H 0.2825 -0.7445 2.6574
H -2.8394 0.7386 -0.9071
H -1.5636 0.5893 -2.2482
*
```


(5)
DFT (ωB97M-V/def2-TZVPD) results for C8H18CrF6O12S2 as an isolated structure in a non-equilibrium geometry.

The HOMO energy (alpha / beta) comes out at -8.733 / -9.935 eV. As for the calculated total energy: -3658.54346 Ha. The gap between HOMO and LUMO (alpha / beta) comes out at 8.7457 / 9.9464 eV.

Structure (ORCA input):
```
! wB97M-V def2-TZVPD RIJCOSX def2/J DEFGRID3
* xyz 0 5
Cr -6.0664 -3.8180 23.5982
C -1.5121 -3.5141 24.7896
F -1.6448 -3.8285 26.0638
F -0.4685 -2.6743 24.6501
F -1.3335 -4.5481 23.9153
S -3.0716 -2.5291 24.2372
O -3.2312 -1.4046 25.1692
O -2.7492 -2.2100 22.9012
O -4.2782 -3.3365 24.3122
C -7.5406 -7.0136 21.1678
F -6.4106 -6.5494 20.5084
F -8.2895 -7.7340 20.2404
F -7.0951 -7.7996 22.1770
S -8.6450 -5.6502 22.0615
O -7.7231 -4.8611 22.9209
O -9.1838 -4.8722 20.9363
O -9.6957 -6.4012 22.7206
C -4.0102 -5.1633 21.7310
C -4.2580 -6.3206 22.6759
O -5.2412 -6.0337 23.7024
O -5.0790 -4.1753 21.6389
H -3.8073 -5.5440 20.7300
H -3.0950 -4.6348 21.9981
H -3.3376 -6.4550 23.2441
H -4.5803 -7.2224 22.1553
H -5.2838 -6.7619 24.3265
H -4.7753 -3.4042 21.1543
C -7.3044 -1.6293 21.5602
C -8.7540 -1.3060 21.5033
O -9.3760 -2.4208 21.9089
O -6.8456 -1.8274 22.9120
H -6.8595 -0.7398 21.1141
H -7.0141 -2.4816 20.9460
H -9.0517 -0.9322 20.5237
H -9.1050 -0.5521 22.2079
H -9.5494 -3.0605 21.2144
H -6.9517 -0.9957 23.3794
C -5.1340 -3.9804 27.6858
C -5.7686 -4.7453 26.5443
O -6.5991 -3.8855 25.6356
O -6.0507 -3.2194 28.4556
H -4.4551 -3.2062 27.3285
H -4.5422 -4.6284 28.3324
H -6.3304 -5.5926 26.9373
H -4.8956 -5.1943 26.0707
H -7.4274 -3.6766 26.0737
H -5.5055 -2.5592 28.8898
*
```


(6)
DFT (ωB97M-V/def2-TZVPD) results for the molecule C3H4O3 in a non-equilibrium geometry.

The HOMO energy comes out at -10.467 eV. As for the calculated total energy: -342.36078 Ha. The gap between HOMO and LUMO comes out at 11.1694 eV.

Structure (ORCA input):
```
! wB97M-V def2-TZVPD RIJCOSX def2/J DEFGRID3
* xyz 0 1
O -0.4229 -2.1461 0.9604
C -0.1928 -1.0597 0.4363
C 0.7193 0.1404 0.8497
O 0.6217 1.1174 -0.1839
C -0.4580 0.5557 -1.0382
O -0.8340 -0.6476 -0.6051
H 1.8389 0.0105 1.1689
H 0.3786 0.6556 1.7691
H -1.2990 1.1577 -1.0615
H -0.3517 0.2163 -2.2956
*
```